No. 1
65
Properties=species:S:1:pos:R:3:forces:R:3 method="wB97M-V/def2-TZVPD" charge=0 lumo_ev=0.48 smiles="CCCCC(C(=O)OCC)(C(=O)OCC)[C@@H]1C=C(c2ccc(OC)cc2)Oc2ccccc21"
C 0.502 0.638 -1.832 0.878 -0.192 0.339
H -2.989 2.298 -0.788 0.033 -0.283 -0.270
H -3.967 -2.263 -5.085 0.209 -0.115 -0.069
O -1.801 -1.345 -3.602 -0.196 -0.356 -0.381
C 1.374 2.564 -0.839 0.062 0.078 -0.442
O 0.404 -1.794 -3.257 -1.751 0.816 0.219
H 4.664 3.379 6.567 -0.005 -0.256 -0.157
C 0.595 -4.670 -0.929 -0.565 -0.291 0.105
H -0.860 0.562 1.056 -0.097 -0.142 0.516
H -1.686 1.503 0.012 -0.623 0.121 -0.196
H -4.240 1.968 1.550 0.019 -0.129 -0.181
H 3.560 -0.345 2.093 -0.441 0.235 0.416
C 1.948 -4.482 -0.646 0.224 -0.050 -0.297
O 0.225 1.792 -1.182 0.637 -0.140 -0.745
H -2.846 0.015 -2.330 0.171 0.483 0.126
C 2.447 -3.248 -0.249 -0.533 0.504 -0.059
H 0.196 3.670 0.655 0.440 -0.091 -0.188
H 0.244 4.420 -0.937 0.202 -0.174 -0.053
H 1.731 4.411 0.046 -0.381 0.245 0.233
O 1.626 0.301 -2.185 -2.068 0.899 0.680
H -2.737 -1.486 -6.100 0.037 -0.244 0.170
H -5.394 1.736 0.215 0.320 -0.075 0.120
C -0.693 -1.147 -0.284 -0.791 0.652 -2.896
H -3.125 -0.280 0.750 -0.228 0.123 -0.036
H 4.762 1.597 6.344 -0.027 0.307 -0.198
C -0.207 -0.186 0.665 2.252 -0.206 2.231
H -0.928 -2.689 -4.861 -0.273 -0.266 0.228
C -0.798 -0.139 -1.864 2.058 -1.927 -0.531
C 2.924 0.337 2.674 -0.698 -0.449 -0.235
H 3.508 -3.073 -0.054 -0.433 -0.143 0.025
O 2.031 -1.022 0.514 -0.799 -0.710 -0.067
H -1.752 -1.391 -0.256 0.073 -0.010 0.410
C 0.849 1.559 2.929 -0.515 -1.053 -1.230
C -2.948 -2.367 -5.479 -0.139 0.099 0.009
C 4.496 2.554 5.868 -0.714 -0.005 -0.179
H 0.711 2.831 4.666 0.107 -0.094 -0.310
C -1.909 -2.529 -4.396 0.511 -0.176 -0.268
H 4.383 0.516 4.274 -0.875 0.498 -0.454
C 1.299 2.122 4.083 1.209 0.553 1.041
H 0.199 -5.634 -1.261 0.399 0.234 0.174
H 5.087 2.715 4.948 -0.287 -0.134 0.381
C -0.611 -1.165 -3.004 0.576 -0.312 0.896
C -4.680 1.221 0.876 -0.016 0.062 0.003
C -2.553 1.300 -0.622 -0.631 0.387 0.534
C 1.536 -2.184 -0.103 -0.146 -0.440 0.781
H -1.973 1.527 -2.634 0.304 -0.351 -0.256
C 1.091 -0.203 1.109 -1.667 0.132 -1.351
H -4.137 -0.155 -0.687 0.061 0.074 0.262
C -2.073 0.690 -1.937 -0.318 -0.134 0.103
C 0.838 3.837 -0.225 0.460 0.156 0.307
C 0.159 -2.358 -0.362 0.917 -0.107 -0.515
H -1.382 -3.749 -0.965 0.521 -0.068 0.007
H 1.944 2.790 -1.768 -0.227 -0.198 0.658
H -0.141 1.808 2.543 0.159 -0.018 0.319
H -2.139 -3.346 -3.690 0.110 0.102 -0.474
C 2.605 1.838 4.549 0.773 -0.811 -0.758
C -3.626 0.440 0.086 0.236 -0.009 -0.002
H -5.260 0.538 1.498 -0.046 0.014 0.006
C 3.396 0.844 3.876 -0.198 1.320 0.733
O 3.072 2.602 5.581 0.470 -0.419 -0.048
C 1.613 0.620 2.203 1.479 0.030 0.807
C -0.306 -3.636 -0.773 0.245 1.373 0.214
H -2.876 -3.260 -6.110 -0.260 0.188 0.023
H 2.002 1.933 -0.177 -0.198 0.655 -0.245
H 2.616 -5.334 -0.755 -0.010 0.241 0.015

No. 2
74
Properties=species:S:1:pos:R:3:forces:R:3 method="wB97M-V/def2-TZVPD" charge=0 lumo_ev="-0.24 / -2.53" multiplicity=2 s_squared=0.763
C 4.771 -1.630 2.919 -0.060 -0.016 -0.027
H 2.951 -2.292 1.989 0.014 -0.001 0.018
H 3.612 2.220 0.276 -0.004 0.003 -0.003
C 2.091 -1.532 -3.743 -0.047 -0.017 0.023
O -1.658 -3.071 -0.511 0.066 -0.271 -0.275
C 1.507 -3.040 -1.790 0.016 0.084 -0.065
N 2.562 -0.320 0.243 0.029 -0.112 0.142
O -3.603 -4.684 -0.923 -0.527 0.191 0.333
H -1.691 -1.232 5.437 0.022 0.004 0.000
H 2.210 -3.059 -0.952 -0.007 -0.021 0.005
H 1.788 -3.834 -2.480 0.025 0.005 -0.006
H 4.642 1.351 -0.856 0.001 0.000 -0.010
Ir -1.493 -1.031 -0.443 -0.389 0.248 0.494
C -2.717 -1.348 2.218 0.050 -0.027 0.024
C 0.995 -0.577 -1.860 0.034 -0.084 0.071
H -3.792 3.789 1.925 0.002 -0.005 -0.006
C 2.096 -0.292 -4.363 -0.004 0.006 -0.014
P -3.049 -3.359 -1.136 0.911 -0.454 -0.448
C -2.007 0.819 -0.362 0.036 -0.048 -0.276
C 3.711 -1.522 2.031 0.078 -0.140 0.082
C 3.638 -0.436 1.168 -0.194 -0.008 -0.114
H -5.440 4.353 -1.273 0.014 0.002 0.011
O -2.595 -1.643 -4.798 0.006 -0.124 0.063
C -0.393 -0.884 2.344 0.143 0.016 0.070
H -3.613 -1.514 1.639 -0.002 0.008 -0.017
H 2.522 -0.190 -5.353 0.002 0.009 0.003
H -2.184 4.448 1.619 -0.015 0.013 0.001
H -2.609 5.685 -1.720 -0.018 -0.001 0.007
H -2.223 4.235 -2.656 0.014 0.001 0.009
H -3.619 5.395 1.204 0.001 -0.004 0.015
H 0.499 1.491 -1.962 0.011 0.006 -0.030
P -2.824 -1.522 -3.233 0.208 0.035 -0.375
H 1.609 -0.403 2.424 -0.015 -0.017 0.002
H 0.514 -3.259 -1.398 0.004 -0.030 -0.020
H 1.566 -1.486 4.395 0.013 0.014 -0.002
H -4.946 2.828 -2.030 -0.021 0.006 0.010
H 6.600 -0.746 3.606 0.001 0.002 -0.003
O -4.113 -0.857 -2.899 -0.083 0.108 0.101
C -1.640 -1.192 4.356 0.053 0.031 -0.007
H 4.824 -2.475 3.592 -0.006 0.001 -0.004
C -2.445 1.960 -0.387 -0.032 -0.048 0.087
O -2.943 -3.065 -2.730 -0.104 0.095 0.257
C 1.540 0.810 -3.729 0.017 0.049 -0.059
N 0.869 -0.600 1.768 0.031 -0.037 0.123
H 1.522 1.773 -4.222 -0.005 0.001 0.010
Si -3.212 3.627 -0.475 -0.008 0.050 0.004
H 2.780 -0.086 -0.713 -0.006 -0.034 -0.030
H 5.371 2.391 0.361 -0.010 0.003 -0.002
C 1.536 -1.702 -2.479 0.000 -0.125 0.132
H -3.435 -1.746 -5.260 0.010 0.038 -0.012
H 6.485 1.143 2.026 -0.005 0.003 -0.006
O -1.530 -1.003 -2.645 -0.212 0.052 0.068
C 4.561 1.688 0.181 0.021 -0.025 0.044
H 1.282 0.262 4.364 0.002 -0.004 0.005
H -4.194 -1.474 -1.383 -0.205 0.039 -0.134
C 0.816 -0.708 4.569 -0.064 0.007 -0.027
H -5.547 2.835 -0.371 -0.004 -0.009 -0.015
N 0.419 -0.707 -0.536 -0.165 -0.145 -0.160
C -4.951 3.392 -1.096 -0.061 -0.041 -0.043
C -2.212 4.670 -1.655 0.071 0.010 -0.039
C 5.700 0.396 2.031 -0.021 -0.028 0.007
H -1.172 4.738 -1.326 -0.009 0.003 -0.019
C 4.637 0.535 1.145 0.072 0.169 -0.016
C -0.428 -0.930 3.744 0.042 -0.009 0.198
C -2.785 -1.400 3.596 0.008 0.004 -0.035
O -3.794 -1.993 -0.613 0.544 0.234 0.126
C 1.249 -0.569 0.498 0.082 0.278 -0.231
C -3.202 4.386 1.228 0.026 0.050 0.065
C 5.767 -0.667 2.920 0.021 0.045 -0.017
H -3.730 -1.604 4.082 0.002 -0.002 0.008
C 0.983 0.665 -2.470 -0.052 0.064 0.108
C -1.509 -1.091 1.560 -0.358 -0.080 -0.188
H 0.569 -0.722 5.628 0.010 -0.019 0.000
H 2.509 -2.391 -4.252 0.001 -0.004 0.008

No. 3
73
Properties=species:S:1:pos:R:3:forces:R:3 method="wB97M-V/def2-TZVPD" charge=-1 lumo_ev="1.67 / 1.62" multiplicity=5 s_squared=6.439
H -1.771 -5.436 0.895 -0.007 -0.011 0.005
H -4.138 1.024 4.170 -0.011 -0.019 0.023
C 4.840 -0.422 0.198 -0.212 -0.055 -0.042
C -2.720 1.035 2.553 -0.242 0.118 0.233
O 7.730 -1.305 -1.627 0.139 -0.134 -0.112
H 1.268 -3.509 3.197 0.010 -0.012 0.013
C 5.608 -0.907 -0.821 0.702 -0.069 -0.005
N -1.588 1.054 -2.370 -0.134 -0.454 -0.051
H 0.636 -5.125 2.850 0.004 -0.007 0.011
C -3.522 2.448 -2.416 0.033 -0.145 0.050
H 0.428 -3.637 -0.986 -0.004 0.005 0.006
O 1.451 0.217 1.196 0.420 0.168 0.078
H -2.470 -3.975 0.170 -0.014 -0.027 -0.006
H -1.950 3.902 -0.850 0.011 0.009 0.063
C -1.026 -0.217 -2.022 -0.367 0.542 0.041
C -2.876 3.355 -3.296 -0.220 0.314 -0.159
O 7.555 -0.408 0.317 0.114 0.026 0.235
C -2.882 1.343 -1.963 0.066 0.225 0.072
C -2.210 -1.582 3.167 -0.203 -0.118 0.263
H -2.676 -4.289 1.892 -0.024 0.000 0.005
H -2.931 2.066 2.290 0.000 0.003 0.017
Si -0.583 2.681 0.830 0.110 -0.085 0.052
C -0.092 3.177 2.569 0.040 0.044 0.141
C 2.807 -0.979 -1.087 0.132 -0.125 -0.067
H 0.425 -0.539 -3.624 -0.013 0.015 0.005
C -1.976 -4.374 1.060 -0.150 -0.056 -0.068
H -0.227 -1.990 -2.877 0.001 0.011 0.037
H -1.246 -1.024 -3.973 0.017 -0.031 -0.005
C -3.411 0.447 3.613 0.069 0.090 -0.136
N -4.073 5.464 -4.165 -0.016 0.038 -0.034
H 0.900 2.186 -1.136 0.006 0.036 0.060
H -2.875 3.605 0.619 -0.015 0.063 -0.011
H 0.192 2.297 3.149 0.042 -0.008 -0.014
H 0.092 1.688 -3.440 -0.013 0.009 -0.035
H 5.677 -1.812 -2.769 0.018 0.001 0.006
C -0.932 1.937 -3.206 -0.088 0.045 -0.063
C 3.676 -1.473 -2.119 -0.124 0.029 0.073
C -1.540 3.059 -3.663 0.133 -0.082 0.020
C -1.767 0.353 1.818 0.345 0.422 -0.649
H -4.531 2.637 -2.077 -0.005 0.019 -0.015
C 5.031 -1.436 -1.989 -0.081 -0.013 -0.009
H -0.314 -3.987 3.809 0.013 0.006 0.010
C 3.444 -0.447 0.078 0.102 0.163 0.264
C -1.888 3.876 0.240 -0.204 0.101 -0.088
H 0.887 3.902 -0.756 0.004 0.009 0.025
C -3.534 4.518 -3.776 0.144 -0.237 0.128
H 5.312 -0.024 1.086 -0.015 0.011 0.012
C 0.898 2.905 -0.308 0.097 -0.096 -0.153
C 2.675 0.095 1.161 -0.226 -0.112 -0.124
C -0.473 -0.982 -3.196 0.144 0.043 -0.149
H 1.776 -3.429 0.130 0.019 -0.011 0.011
C 0.362 -4.071 2.956 0.080 -0.058 0.123
H -2.014 -2.614 3.429 -0.015 -0.011 0.003
H -0.981 3.730 -4.299 -0.022 0.016 -0.011
H 3.205 -1.883 -3.003 0.010 -0.004 -0.005
O 1.550 -1.042 -1.236 -0.346 0.101 0.140
C -3.143 -0.871 3.920 0.100 -0.080 -0.062
Mn -0.045 -0.324 -0.102 -0.229 -0.255 -0.125
N -1.053 1.030 0.774 -0.197 -1.185 0.480
H -0.902 3.677 3.104 -0.010 -0.003 0.008
N -0.585 -1.739 1.318 -0.458 0.984 0.554
C -1.505 -1.028 2.098 0.417 -0.170 -0.422
H 0.760 3.862 2.535 -0.008 0.025 0.035
N 7.077 -0.879 -0.695 -0.738 0.154 -0.192
H 0.959 -4.993 0.023 0.010 -0.005 -0.021
H 1.833 2.787 0.240 0.054 -0.005 -0.014
H 3.237 0.431 2.045 0.045 0.022 -0.025
C 0.804 -3.910 0.003 0.092 -0.033 -0.115
H -3.301 0.642 -1.260 -0.015 -0.018 -0.006
O -1.650 -0.869 -1.079 0.604 -0.104 -0.294
H -3.651 -1.364 4.740 -0.008 -0.007 0.006
Si -0.390 -3.421 1.359 0.073 -0.038 -0.029
H -1.655 4.886 0.588 0.009 0.020 0.007

What max |F| values result from the calculations? In sequence: 0.062 0.022 0.025 hartree/bohr.